[1]
Here is a gas-phase ion, C4H9ClN3O2 (charge +1) in a non-equilibrium geometry from the Open Molecules 2025 dataset. Energies are from wB97M-V/def2-TZVPD.

Its calculated total energy is -25372.651 eV. The energy relative to the best compared isomer or geometry (same formula, charge and spin) comes out at 0.0 kcal/mol. The value obtained for the frontier orbital gap is 10.3 eV.

Geometry as ORCA input:
```
! wB97M-V def2-TZVPD RIJCOSX def2/J DEFGRID3
* xyz 1 1
C 1.0432 1.6842 -0.5045
C 0.5044 0.8232 0.6149
N -0.9867 0.9007 0.6849
C -1.7142 0.1615 -0.3498
Cl -3.3940 -0.0128 0.2781
N -1.1462 -1.1107 -0.6605
C 0.1010 -1.4351 -0.1857
O 0.5701 -2.6122 -0.2163
N 0.9257 -0.6020 0.4630
O 2.1633 -0.9697 0.8344
H 0.4811 1.3953 -1.4305
H 2.1644 1.4522 -0.3741
H 0.9100 2.7683 -0.2897
H 0.9660 1.0717 1.5889
H -1.3219 1.8705 0.8570
H -1.7646 0.8664 -1.2954
H -1.6599 -1.8030 -1.2839
H 0.0206 -3.2421 -0.5646
H 2.1377 -1.2066 1.8339
*
```


[2]
Here is 5 unconnected molecules or ions with the total composition C5H20O5 in a non-equilibrium geometry from the Open Molecules 2025 dataset. Energies are from wB97M-V/def2-TZVPD.

Its calculated total energy is -15743.919 eV. The energy relative to the best compared isomer or geometry (same formula, charge and spin) comes out at 55.5 kcal/mol. The value obtained for the frontier orbital gap is 9.7 eV.

Geometry as ORCA input:
```
! wB97M-V def2-TZVPD RIJCOSX def2/J DEFGRID3
* xyz 0 1
C 0.6738 -0.1513 0.3701
O 0.4493 -1.4527 0.9891
H 0.4630 0.6503 1.0779
H 1.6802 -0.0560 -0.0375
H -0.0253 0.0350 -0.4452
H -0.4815 -1.4929 1.2206
C -2.2111 -0.4731 2.9149
O -2.1195 -1.4363 1.9215
H -2.8653 0.3459 2.6159
H -2.5321 -0.9166 3.8574
H -1.2611 0.0403 3.0633
H -2.9515 -1.9103 1.8528
C -2.1064 2.3194 -1.9205
O -1.9334 1.8913 -0.6088
H -1.5337 3.2443 -1.9877
H -1.6200 1.5361 -2.5018
H -3.1780 2.3577 -2.1165
H -2.3663 2.4923 0.0020
C 2.2685 2.7201 -1.7291
O 3.0663 3.1141 -0.6075
H 1.1790 2.7531 -1.7170
H 2.5428 3.3341 -2.5870
H 2.5087 1.7228 -2.0976
H 3.1270 4.0506 -0.4054
C 1.4386 -4.4721 -0.3664
O 2.2360 -3.3055 -0.0730
H 1.4452 -5.1096 0.5177
H 0.4165 -4.1331 -0.5354
H 1.8011 -5.0073 -1.2441
H 1.8893 -2.6904 0.5774
*
```


[3]
Here is a single C3H4F2NPS molecule in a non-equilibrium geometry from the Open Molecules 2025 dataset. Energies are from wB97M-V/def2-TZVPD.

Its calculated total energy is -30224.316 eV. The energy relative to the best compared isomer or geometry (same formula, charge and spin) comes out at 25.4 kcal/mol. The value obtained for the frontier orbital gap (spin up / spin down) is 7.9 / 8.1 eV.

Geometry as ORCA input:
```
! wB97M-V def2-TZVPD RIJCOSX def2/J DEFGRID3
* xyz 0 1
F 2.6626 2.0791 3.7589
P 1.3316 1.1772 3.9885
F 2.1638 -0.1475 4.3793
C 1.0831 0.8083 2.2405
N -0.0238 -0.3114 2.0108
C -0.3235 -0.3670 0.6283
C 0.5240 0.5806 -0.2531
S 1.5284 1.6491 0.8456
H -1.3925 -0.1269 0.5217
H -0.1981 -1.4027 0.2865
H 1.2250 0.0381 -0.8879
H -0.0878 1.2356 -0.8727
*
```


[4]
Here is 2 unconnected molecules or ions with the total composition C2H4IN in a non-equilibrium geometry from the Open Molecules 2025 dataset. Energies are from wB97M-V/def2-TZVPD.

Its calculated total energy is -11726.403 eV. The energy relative to the best compared isomer or geometry (same formula, charge and spin) comes out at 60.1 kcal/mol. The value obtained for the frontier orbital gap (spin up / spin down) is 8.6 / 5.8 eV.

Geometry as ORCA input:
```
! wB97M-V def2-TZVPD RIJCOSX def2/J DEFGRID3
* xyz 0 1
C 0.2416 -0.0867 -0.5284
C -0.6815 -0.3448 0.5238
N -0.1020 0.4140 -1.6473
I 1.8360 -2.9746 1.5221
H 1.3064 -0.4920 -0.4081
H -1.7783 -0.1461 0.3650
H -0.4295 -0.6112 1.6448
H 0.5680 0.6701 -2.3923
*
```


[5]
Here is a molecular structure, C31H58AlN6O from the Open Molecules 2025 dataset. Energies are from wB97M-V/def2-TZVPD.

Its calculated total energy is -50673.671 eV. The energy relative to the best compared isomer or geometry (same formula, charge and spin) comes out at 0.0 kcal/mol. The value obtained for the frontier orbital gap is 6.2 eV.

Geometry as ORCA input:
```
! wB97M-V def2-TZVPD RIJCOSX def2/J DEFGRID3
* xyz -1 1
C -3.2612 5.2356 -2.1394
C -1.7667 4.9346 -2.2206
C -1.4617 3.4432 -2.4357
C -1.0552 2.7159 -1.1564
C -0.5741 1.2705 -1.3878
C -1.1357 0.2230 -0.4125
Al -1.2843 0.7277 1.5366
C -1.7126 -1.0166 2.5121
C -2.5487 -1.0234 3.7437
O -2.9098 -0.0759 4.4102
N 0.3857 1.3153 2.1937
C 0.7913 2.4806 2.4191
C -0.1059 3.7248 2.4566
C 2.2556 2.7787 2.7169
H -3.4629 6.3095 -2.1288
H -3.6824 4.8233 -1.2201
H -3.8007 4.8012 -2.9841
H -1.3104 5.2452 -1.2746
H -1.3040 5.5490 -2.9976
H -2.3693 2.9671 -2.8234
H -0.6816 3.3169 -3.1918
H -0.2538 3.2978 -0.6881
H -1.8917 2.7137 -0.4507
H 0.5165 1.2462 -1.2916
H -0.7822 1.0114 -2.4382
H -2.1576 -0.0693 -0.7078
H -0.5072 -0.6705 -0.4859
H -2.5483 1.7549 1.7090
H -0.7977 -1.5740 2.7638
H -2.2424 -1.6697 1.7988
H -2.8810 -2.0350 4.1061
H -1.0594 3.4831 2.9237
H 0.3753 4.5485 2.9928
H -0.3236 4.0716 1.4439
H 2.7509 3.1982 1.8361
H 2.3550 3.5122 3.5184
H 2.7581 1.8572 3.0090
C 0.1310 7.7477 4.2617
C 0.7062 6.8815 5.3730
C 2.2385 6.9355 5.4296
C 2.8391 6.4100 4.2033
N 3.3129 5.9903 3.2460
H 0.4724 7.4048 3.2840
H -0.9577 7.7081 4.2644
H 0.4319 8.7914 4.3807
H 0.3932 5.8451 5.2349
H 0.3232 7.2038 6.3434
H 2.6144 6.3487 6.2691
H 2.5851 7.9620 5.5682
C -1.0396 -2.8657 -5.0152
C -1.7011 -2.4250 -3.7158
C -2.8881 -1.4853 -3.9390
C -2.5043 -0.2474 -4.6188
N -2.1952 0.6964 -5.1948
H -0.6249 -2.0122 -5.5543
H -0.2228 -3.5622 -4.8180
H -1.7540 -3.3645 -5.6753
H -0.9744 -1.9299 -3.0685
H -2.0640 -3.2954 -3.1662
H -3.3584 -1.2340 -2.9874
H -3.6441 -1.9709 -4.5621
C 3.3516 -3.3398 2.4665
C 2.0039 -3.0258 1.8317
C 0.8605 -3.8532 2.4267
C 1.0171 -5.2831 2.1495
N 1.1311 -6.4048 1.9244
H 3.6402 -4.3809 2.3022
H 4.1306 -2.7036 2.0437
H 3.3299 -3.1627 3.5442
H 2.0453 -3.1951 0.7559
H 1.7572 -1.9719 1.9694
H -0.0948 -3.5369 2.0013
H 0.7918 -3.7134 3.5076
C -2.1958 -7.9362 -0.3473
C -2.1245 -7.3255 -1.7405
C -1.1364 -6.1567 -1.8119
C -1.5339 -5.0492 -0.9429
N -1.8429 -4.1850 -0.2544
H -2.5462 -7.2051 0.3822
H -2.8803 -8.7846 -0.3294
H -1.2145 -8.2849 -0.0208
H -3.1122 -6.9784 -2.0510
H -1.8081 -8.0762 -2.4677
H -1.0489 -5.7747 -2.8311
H -0.1414 -6.4837 -1.5011
C 3.1846 -2.4996 -3.8502
C 3.9412 -1.2280 -3.4904
C 4.2228 -1.1199 -1.9872
C 2.9828 -1.0528 -1.2140
N 2.0083 -1.0073 -0.6087
H 2.2105 -2.5220 -3.3588
H 3.0197 -2.5643 -4.9260
H 3.7400 -3.3878 -3.5401
H 3.3698 -0.3535 -3.8064
H 4.8969 -1.1935 -4.0178
H 4.8137 -0.2306 -1.7641
H 4.7949 -1.9844 -1.6419
*
```


[6]
Here is 2 unconnected molecules or ions with the total composition C2H10N4 in a non-equilibrium geometry from the Open Molecules 2025 dataset. Energies are from wB97M-V/def2-TZVPD.

Its calculated total energy is -8195.861 eV. The energy relative to the best compared isomer or geometry (same formula, charge and spin) comes out at 22.5 kcal/mol. The value obtained for the frontier orbital gap is 10.2 eV.

Geometry as ORCA input:
```
! wB97M-V def2-TZVPD RIJCOSX def2/J DEFGRID3
* xyz 0 1
H -2.1195 3.4275 5.0695
N -2.6308 2.6584 4.6370
C -2.5954 2.8335 3.3849
N -3.2087 1.9730 2.5110
H -2.2155 3.7133 2.8493
H -2.9533 1.8443 1.5511
H -3.9467 1.3400 2.7730
N 2.0860 -2.8973 -1.8537
C 2.1434 -1.5018 -2.2701
N 2.9473 -1.3855 -3.5096
H 1.8418 -3.0161 -0.8789
H 1.3580 -3.3814 -2.3575
H 1.1517 -1.0629 -2.4312
H 2.5996 -0.8858 -1.4984
H 2.2918 -1.3094 -4.2841
H 3.2504 -2.3495 -3.6923
*
```


Copy entry 3 word for word.
Here is a single C3H4F2NPS molecule in a non-equilibrium geometry from the Open Molecules 2025 dataset. Energies are from wB97M-V/def2-TZVPD.

Its calculated total energy is -30224.316 eV. The energy relative to the best compared isomer or geometry (same formula, charge and spin) comes out at 25.4 kcal/mol. The value obtained for the frontier orbital gap (spin up / spin down) is 7.9 / 8.1 eV.

Geometry as ORCA input:
```
! wB97M-V def2-TZVPD RIJCOSX def2/J DEFGRID3
* xyz 0 1
F 2.6626 2.0791 3.7589
P 1.3316 1.1772 3.9885
F 2.1638 -0.1475 4.3793
C 1.0831 0.8083 2.2405
N -0.0238 -0.3114 2.0108
C -0.3235 -0.3670 0.6283
C 0.5240 0.5806 -0.2531
S 1.5284 1.6491 0.8456
H -1.3925 -0.1269 0.5217
H -0.1981 -1.4027 0.2865
H 1.2250 0.0381 -0.8879
H -0.0878 1.2356 -0.8727
*
```


Q: What is the calculated total energy in the fifth record?
A: -50673.671 eV